Record 1
14
Properties=species:S:1:pos:R:3:mulliken_charge:R:1 method="wB97M-V/def2-TZVPD" gap_ev="7.91 / 7.91" relative_energy_kj_mol=705.8 multiplicity=1 e_tot_ha=-287.31839 homo_ev="-7.11 / -7.11"
C 0.459 -1.469 0.045 -0.481
C -0.769 -0.796 -0.519 -0.623
C -1.074 0.687 -0.458 -0.031
C -0.767 0.567 0.988 -0.329
N 0.565 0.853 0.996 -0.613
C 1.197 -0.124 0.106 0.068
C 0.336 0.539 -0.950 -0.699
H 0.916 -2.143 -0.691 0.325
H 0.366 -1.993 1.008 0.300
H -1.577 -1.402 -0.930 0.408
H -1.928 1.135 -0.959 0.509
H -1.420 0.742 1.845 0.374
H 2.288 -0.081 0.074 0.404
H 0.723 1.070 -1.821 0.388

=====

Record 2
112
Properties=species:S:1:pos:R:3:mulliken_spin:R:1 method="wB97M-V/def2-TZVPD" gap_ev="5.30 / 5.19" relative_energy_kj_mol=255.9 total_charge=+1 multiplicity=4 e_tot_ha=-4519.56473 homo_ev="-8.07 / -8.14"
Ni 0.717 1.899 0.604 1.530
C -4.247 -3.391 3.026 0.000
C -4.776 -2.881 1.684 0.000
N -3.832 -1.937 1.118 -0.002
C -3.745 -0.734 1.733 0.001
C -2.644 0.061 1.673 0.004
C -2.578 1.435 2.169 0.017
O -3.009 1.902 3.183 0.008
O -1.787 2.171 1.258 -0.021
C -1.454 -0.452 1.006 0.004
O -0.329 0.103 1.069 0.018
C -1.671 -1.606 0.211 0.016
C -0.705 -1.611 -0.904 0.063
C -1.057 -3.778 -2.098 0.034
F -0.463 -4.604 -3.029 -0.001
C -2.362 -3.970 -1.764 -0.018
C -3.163 -3.285 -0.790 0.013
C -2.864 -2.320 0.174 -0.002
N -3.170 -4.947 -2.463 0.002
C -2.748 -5.529 -3.726 0.000
C -3.921 -6.369 -4.271 0.000
N -5.161 -5.806 -3.682 0.000
C -5.234 -6.162 -2.238 0.000
C -3.816 -5.966 -1.659 0.000
H -4.941 -4.099 3.469 0.000
H -4.103 -2.567 3.721 0.000
H -3.288 -3.881 2.876 0.000
H -5.743 -2.390 1.825 0.000
H -4.907 -3.721 1.002 0.000
H -4.632 -0.397 2.254 0.000
H 0.135 -1.035 -0.512 -0.008
H -4.208 -3.552 -0.859 0.000
H -1.869 -6.181 -3.646 0.000
H -2.504 -4.717 -4.414 0.000
H -3.844 -7.415 -3.966 0.000
H -3.960 -6.338 -5.361 0.000
H -6.005 -6.095 -4.183 0.000
H -5.053 -4.782 -3.736 0.000
H -5.567 -7.195 -2.135 0.000
H -5.960 -5.504 -1.756 0.000
H -3.259 -6.916 -1.686 0.000
H -3.879 -5.653 -0.618 -0.001
C 3.049 -0.917 -2.718 0.039
C 1.576 -1.042 -2.392 -0.225
C 1.088 -2.320 -2.330 0.392
C -0.065 -2.835 -1.491 -0.011
C -1.359 -0.763 -1.950 0.067
C -0.610 0.212 -2.451 -0.004
C -1.134 1.353 -3.266 0.041
C 0.834 0.177 -2.157 0.333
N 1.297 1.331 -1.631 0.061
C 2.125 2.203 -2.133 0.207
C 2.607 2.094 -3.549 0.011
C 2.392 3.387 -1.366 0.012
C 3.103 4.526 -2.039 0.008
N 1.949 3.449 -0.145 0.076
C 2.197 4.609 0.613 0.001
C 3.458 4.772 1.210 0.002
C 4.536 3.751 0.995 0.001
C 3.694 5.902 1.977 -0.005
C 2.714 6.864 2.136 0.005
C 1.490 6.717 1.508 -0.002
C 1.216 5.600 0.732 0.018
C -0.077 5.480 -0.018 0.011
H 3.585 -1.811 -2.415 -0.018
H 3.489 -0.075 -2.194 0.004
H 3.204 -0.779 -3.786 -0.004
H 1.743 -3.101 -2.697 -0.009
H 0.435 -3.397 -0.680 0.019
H -2.415 -0.878 -2.133 0.002
H -2.203 1.233 -3.425 -0.003
H -0.638 1.418 -4.232 -0.002
H -0.963 2.287 -2.734 -0.008
H 2.109 1.260 -4.037 -0.009
H 3.684 1.952 -3.611 0.005
H 2.363 3.009 -4.085 -0.001
H 4.048 4.195 -2.463 -0.002
H 3.291 5.337 -1.342 0.000
H 2.494 4.919 -2.852 0.000
H 4.107 2.749 0.993 0.006
H 5.289 3.822 1.775 0.000
H 5.032 3.906 0.036 0.001
H 4.661 6.027 2.442 0.000
H 2.911 7.736 2.741 0.000
H 0.741 7.488 1.605 0.000
H -0.875 6.000 0.502 -0.001
H -0.361 4.432 -0.139 0.009
H 0.028 5.918 -1.010 0.004
S -0.611 3.655 3.081 0.044
C -0.731 2.863 1.676 0.172
C 2.905 -0.971 1.309 -0.014
C 3.369 0.174 2.199 0.034
P 1.937 1.305 2.540 0.036
C 0.937 0.302 3.739 -0.004
C 1.625 -0.120 5.032 0.003
C 2.605 2.626 3.667 0.008
C 3.985 2.393 4.268 0.003
H 3.755 -1.504 0.889 -0.001
H 2.300 -0.567 0.494 0.011
H 2.295 -1.675 1.870 0.003
H 4.126 0.753 1.667 -0.001
H 3.815 -0.196 3.123 0.000
H 0.583 -0.575 3.195 0.002
H 0.061 0.912 3.975 0.007
H 2.526 -0.698 4.842 -0.001
H 0.942 -0.743 5.607 0.000
H 1.883 0.738 5.646 0.000
H 1.861 2.748 4.458 0.003
H 2.606 3.559 3.101 0.004
H 3.995 1.526 4.923 0.001
H 4.268 3.266 4.853 0.000
H 4.732 2.247 3.493 0.000

=====

Record 3
72
Properties=species:S:1:pos:R:3:mulliken_spin:R:1 method="wB97M-V/def2-TZVPD" gap_ev="6.58 / 2.49" total_charge=+1 multiplicity=2 e_tot_ha=-2795.83723 homo_ev="-12.08 / -12.08"
C -3.003 5.288 2.123 0.000
C -1.650 5.661 2.005 0.000
C -0.745 4.601 2.315 0.000
C -1.167 3.550 3.101 0.000
C -2.475 3.429 3.356 0.000
C -3.471 4.164 2.775 0.000
N -0.179 2.544 3.528 0.000
O -0.397 1.857 4.544 0.000
O 0.856 2.401 2.921 0.000
H -3.703 5.878 1.550 0.000
H -1.367 6.509 1.398 0.000
H 0.235 4.587 1.861 0.000
H -2.881 2.688 4.027 0.000
H -4.535 4.173 2.958 0.000
C 2.843 -0.724 0.522 0.150
C 2.797 -1.858 -0.231 0.232
C 2.144 -2.982 0.271 -0.011
C 1.439 -2.929 1.470 0.255
C 1.278 -1.649 2.014 0.203
C 1.970 -0.557 1.549 0.016
N 0.800 -4.140 2.101 -0.024
O 0.172 -5.011 1.484 -0.019
O 0.833 -4.161 3.341 0.113
H 3.504 0.052 0.167 0.061
H 3.320 -1.955 -1.171 -0.003
H 2.116 -3.906 -0.288 0.003
H 0.713 -1.485 2.920 -0.016
H 1.837 0.456 1.899 0.014
C 3.969 2.587 -0.236 0.002
C 5.315 2.480 -0.076 -0.001
C 5.927 2.617 1.174 0.005
C 5.130 2.730 2.279 0.003
C 3.794 2.885 2.122 -0.001
C 3.185 2.919 0.861 0.011
N 5.704 2.650 3.639 0.000
O 4.891 3.028 4.503 0.000
O 6.860 2.375 3.848 0.000
H 3.569 2.614 -1.239 -0.001
H 6.045 2.229 -0.830 0.000
H 6.979 2.417 1.319 0.000
H 3.175 2.966 3.004 0.000
H 2.170 3.257 0.707 0.000
O -2.145 1.318 -2.048 0.001
S -2.490 0.916 -0.656 0.000
O -3.174 1.902 0.225 0.001
O -3.487 -0.412 -0.688 0.000
C -3.092 -1.453 -1.679 0.000
C -4.040 -2.590 -1.326 0.000
C -1.182 0.258 0.396 -0.003
H -2.012 -1.601 -1.696 0.000
H -3.374 -0.822 -2.521 0.000
H -3.813 -3.546 -1.797 0.000
H -5.068 -2.260 -1.476 0.000
H -3.890 -2.633 -0.247 0.000
H -0.380 0.952 0.648 0.003
H -0.761 -0.669 0.005 0.009
H -1.628 0.008 1.359 -0.004
O -3.030 -1.327 -5.805 0.000
S -2.550 -2.689 -5.511 0.000
O -1.774 -3.363 -6.554 0.000
O -1.601 -2.760 -4.086 0.000
C -1.076 -4.027 -3.657 0.001
C 0.315 -3.710 -3.030 -0.003
C -4.052 -3.740 -4.880 0.000
H -1.007 -4.749 -4.471 0.000
H -1.737 -4.397 -2.874 0.000
H 0.298 -2.979 -2.222 0.003
H 1.124 -3.439 -3.708 0.000
H 0.778 -4.654 -2.742 0.000
H -4.766 -3.145 -4.311 0.000
H -3.671 -4.690 -4.505 0.000
H -4.712 -3.932 -5.726 0.000

=====

Record 4
19
Properties=species:S:1:pos:R:3:mulliken_charge:R:1 method="wB97M-V/def2-TZVPD" gap_ev=8.26 total_charge=-1 multiplicity=1 e_tot_ha=-2585.39990 homo_ev=-5.41
N 1.421 -1.332 1.630 -0.490
S 1.088 -0.279 0.307 0.857
O 0.584 -1.001 -0.920 -0.555
O 2.452 0.350 -0.068 -0.596
N -0.016 0.954 0.734 -0.366
S -1.352 0.346 1.603 0.955
O -1.013 0.262 3.083 -0.630
O -2.483 1.336 1.389 -0.632
P -2.102 -1.547 0.898 0.472
O -3.305 -1.428 -0.070 -0.621
H 0.648 -1.988 1.803 0.307
H 1.569 -0.705 2.444 0.330
H -1.119 -2.381 0.279 0.057
H -2.597 -2.290 2.042 0.078
C 1.335 2.048 -3.082 -0.427
Cl -0.034 1.369 -3.990 -0.231
Cl 1.495 1.296 -1.473 -0.021
H 2.251 1.869 -3.644 0.257
H 1.179 3.121 -2.964 0.256

=====

Record 5
123
Properties=species:S:1:pos:R:3:mulliken_charge:R:1 method="wB97M-V/def2-TZVPD" gap_ev=6.81 total_charge=-1 multiplicity=1 e_tot_ha=-4639.75791 homo_ev=-4.92
C -7.148 2.140 0.358 -0.800
C -6.068 1.361 1.353 -0.291
S -4.383 1.548 0.471 -0.173
C -3.781 -0.222 0.310 -0.530
C -2.219 -0.432 0.870 0.847
C -1.949 -0.328 2.481 -0.285
C -1.899 1.190 3.092 -0.526
C -0.345 1.405 3.659 -0.119
N -0.043 2.827 4.074 -0.565
O -2.074 -1.910 0.651 -0.639
P -0.705 -2.455 -0.276 0.075
C -1.817 -2.788 -1.792 -0.866
C -1.139 -2.456 -3.245 -0.025
C -2.283 -1.692 -4.192 -0.180
C -1.643 -0.912 -5.486 0.474
O -2.315 0.041 -6.187 -0.644
O -0.279 -1.277 -5.977 -0.499
C 0.655 -2.179 1.032 -0.369
C 0.570 -3.139 2.354 0.440
C 1.971 -3.300 3.248 -0.567
C 2.074 -4.199 4.634 -0.431
C 0.730 -4.999 5.217 -0.543
C -0.660 -4.828 4.327 0.441
C -2.061 -5.558 4.875 -1.012
C -0.748 -3.926 2.924 -0.084
O -0.245 -0.818 -0.794 -0.055
C -1.157 0.192 -0.206 -0.632
C -0.451 1.646 0.054 0.703
C -0.053 2.248 -1.455 -0.410
C 1.342 3.140 -1.304 0.074
C 2.540 2.177 -1.947 -0.300
C 3.983 2.920 -1.713 -0.736
C 4.427 2.572 -0.142 -0.211
C 4.484 3.947 0.756 -0.720
C 3.472 3.903 2.087 0.300
O 3.214 5.340 2.409 -0.371
C 2.029 5.480 3.270 -0.587
H -6.508 2.976 -0.194 0.232
H -8.015 2.637 0.967 0.296
H -7.518 1.411 -0.500 0.206
H -6.320 0.206 1.480 0.246
H -6.078 1.899 2.392 0.294
H -3.812 -0.515 -0.830 -0.077
H -4.430 -0.986 0.957 0.461
H -0.997 -0.890 2.868 -0.218
H -2.875 -0.867 3.008 0.348
H -2.588 1.235 4.062 0.298
H -2.249 2.037 2.365 0.195
H 0.394 1.028 2.813 -0.081
H -0.265 0.690 4.610 0.293
H -0.069 2.808 5.138 0.285
H 0.995 2.947 3.868 0.138
H 0.368 -3.013 -1.109 -0.104
H -0.949 -3.858 0.083 0.071
H -2.861 -2.239 -1.768 0.295
H -2.077 -3.952 -1.797 0.118
H -0.851 -3.435 -3.861 0.260
H -0.171 -1.800 -3.210 0.135
H -2.943 -0.962 -3.553 0.130
H -3.020 -2.544 -4.577 0.114
H 0.157 -0.422 -6.274 0.381
H 1.695 -2.407 0.504 0.424
H 0.737 -1.062 1.423 -0.025
H 2.931 -2.711 2.876 0.209
H 3.123 -4.253 5.200 0.223
H 0.801 -5.619 6.224 0.221
H -2.812 -5.806 4.009 0.279
H -1.854 -6.445 5.612 0.297
H -2.593 -4.714 5.530 0.236
H -1.771 -3.856 2.360 0.145
H -1.867 0.431 -1.136 -0.075
H 0.541 1.585 0.691 -0.420
H -1.141 2.460 0.537 0.149
H -0.898 3.038 -1.730 0.239
H 0.014 1.413 -2.276 0.077
H 1.247 4.172 -1.887 0.378
H 1.561 3.441 -0.176 -0.337
H 2.252 2.051 -3.098 0.264
H 2.441 1.131 -1.384 -0.002
H 4.738 2.456 -2.499 0.315
H 3.816 4.069 -1.897 0.294
H 5.484 2.033 -0.241 0.425
H 3.675 1.770 0.305 0.083
H 5.581 4.083 1.150 0.302
H 4.094 4.865 0.114 0.208
H 4.024 3.330 2.959 0.263
H 2.496 3.298 1.853 -0.337
H 2.227 4.796 4.223 0.227
H 1.108 4.978 2.715 0.252
H 1.814 6.570 3.640 0.265
C -2.989 -3.665 -7.765 -0.189
C -2.217 -2.515 -8.404 -0.093
O -1.760 -3.022 -9.656 -0.345
S -2.850 -4.094 -10.223 1.079
O -3.706 -3.411 -11.168 -0.548
O -2.162 -5.325 -10.532 -0.540
O -3.685 -4.299 -8.837 -0.353
H -2.309 -4.398 -7.320 0.332
H -3.695 -3.318 -7.006 0.220
H -1.374 -2.187 -7.790 0.172
H -2.874 -1.662 -8.604 0.321
C 1.575 -7.891 -2.032 -0.415
C 0.164 -7.534 -1.572 -0.336
O 0.314 -6.350 -0.792 -0.269
S 1.556 -5.477 -1.387 1.061
O 1.014 -4.457 -2.258 -0.476
O 2.468 -5.185 -0.306 -0.590
O 2.209 -6.645 -2.317 -0.324
H 2.137 -8.384 -1.232 0.296
H 1.571 -8.529 -2.919 0.309
H -0.295 -8.330 -0.981 0.321
H -0.480 -7.297 -2.425 0.266
C 4.626 8.254 3.891 0.064
C 4.619 7.894 5.374 -0.307
O 5.058 9.072 6.046 -0.341
S 4.561 10.378 5.205 1.099
O 3.341 10.867 5.808 -0.533
O 5.707 11.221 4.952 -0.543
O 4.171 9.604 3.824 -0.320
H 5.641 8.216 3.481 0.292
H 3.973 7.602 3.304 -0.036
H 5.277 7.052 5.602 0.326
H 3.605 7.666 5.719 0.322

=====

Record 6
11
Properties=species:S:1:pos:R:3:mulliken_charge:R:1 method="wB97M-V/def2-TZVPD" gap_ev="7.19 / 7.19" relative_energy_kj_mol=419.2 multiplicity=1 e_tot_ha=-285.25492 homo_ev="-9.31 / -9.31"
C -1.369 0.579 -0.275 -0.949
C -0.133 -0.090 -0.605 -0.148
C 0.596 -0.709 0.525 0.460
O 0.079 -0.715 1.691 -0.687
C 1.908 0.075 0.315 0.080
N 2.885 0.694 0.239 -0.379
H -1.204 1.055 0.710 0.313
H -2.092 -0.211 -0.003 0.302
H -1.783 1.227 -1.046 0.338
H 0.252 -0.187 -1.620 0.448
H 0.861 -1.718 0.068 0.222

=====

Record 7
17
Properties=species:S:1:pos:R:3:mulliken_charge:R:1 method="wB97M-V/def2-TZVPD" gap_ev=5.70 relative_energy_kj_mol=54.8 total_charge=-1 multiplicity=1 e_tot_ha=-955.38204 homo_ev=-2.42
C -2.269 -2.007 -0.655 -0.715
S -1.863 -2.236 1.105 -0.162
C -1.131 -0.659 1.547 -0.541
H -2.741 -2.929 -0.983 0.293
H -1.313 -1.929 -1.176 0.231
H -2.900 -1.129 -0.767 0.245
H -1.673 0.104 0.989 0.116
H -1.411 -0.476 2.588 0.329
H -0.071 -0.611 1.316 0.123
C 2.556 1.851 -0.148 -1.028
C 1.391 1.044 -0.794 -0.522
S -0.282 1.719 -0.607 -0.663
H 2.629 1.622 0.927 0.257
H 2.368 2.921 -0.298 0.264
H 3.469 1.539 -0.677 0.305
H 1.553 -0.009 -0.515 0.256
H 1.688 1.184 -1.854 0.212

=====

Record 8
57
Properties=species:S:1:pos:R:3:mulliken_charge:R:1 method="wB97M-V/def2-TZVPD" gap_ev=8.73 relative_energy_kj_mol=46.2 smiles="CNC(=O)[C@@H](CCCCN)NC(=O)[C@@H](Cc1c[nH]c2ccccc12)NC(C)=O" multiplicity=1 e_tot_ha=-1279.06642 homo_ev=-8.16
C 3.040 2.159 2.264 -1.068
N 1.961 1.195 2.193 0.081
C 0.650 1.453 2.149 0.203
O 0.183 2.585 2.056 -0.692
C -0.218 0.175 2.029 0.416
C -1.718 0.436 1.637 -1.043
C -2.813 -0.459 2.261 -1.190
C -2.599 -1.951 2.117 -0.339
C -2.482 -2.426 0.665 -0.167
N -2.164 -3.843 0.569 -0.716
N 0.316 -0.883 1.125 0.966
C 1.222 -1.806 1.379 0.227
O 1.980 -1.712 2.381 -0.844
C 1.356 -2.967 0.347 0.830
C 2.116 -2.587 -0.938 -1.721
C 1.322 -1.732 -1.914 0.941
C 0.608 -2.188 -2.996 -0.974
N 0.040 -1.154 -3.684 0.008
C 0.250 0.019 -3.038 -0.763
C -0.249 1.310 -3.234 -0.754
C 0.037 2.289 -2.269 -0.627
C 0.948 2.042 -1.249 -0.603
C 1.519 0.772 -1.104 -0.078
C 1.125 -0.292 -1.928 0.725
N 1.959 -4.150 0.935 -0.101
C 1.251 -4.889 1.767 0.671
C 2.004 -5.966 2.533 -1.317
O 0.056 -4.758 1.946 -0.632
H 2.622 3.158 2.351 0.353
H 3.622 1.995 1.363 0.322
H 3.660 1.948 3.125 0.362
H 2.204 0.209 2.142 0.185
H -0.202 -0.236 3.047 0.327
H -1.964 1.471 1.870 0.460
H -1.771 0.390 0.527 0.317
H -3.771 -0.117 1.892 0.429
H -2.798 -0.219 3.290 0.386
H -3.420 -2.425 2.581 0.587
H -1.701 -2.321 2.640 0.207
H -3.410 -2.230 0.194 0.513
H -1.676 -1.847 0.209 -0.317
H -2.732 -4.322 1.266 0.318
H -1.195 -4.045 0.869 0.416
H -0.129 -0.910 0.218 -0.550
H 0.323 -3.254 0.058 -0.392
H 2.374 -3.541 -1.415 0.539
H 3.048 -2.080 -0.743 0.412
H 0.584 -3.225 -3.315 0.426
H -0.432 -1.220 -4.598 0.235
H -1.001 1.489 -4.023 0.313
H -0.429 3.257 -2.305 0.430
H 1.236 2.809 -0.578 0.447
H 2.207 0.573 -0.317 0.518
H 2.978 -4.271 0.911 0.309
H 1.296 -6.480 3.190 0.338
H 2.390 -6.675 1.800 0.338
H 2.799 -5.508 3.142 0.335